No. 1
ORCA calculation (ωB97M-V/def2-TZVPD) on a cluster of 2 separate species, C5H11NO in total.

ORCA input file:
```
! RIJCOSX wB97M-V def2-TZVPD def2/J DEFGRID3
* xyz 0 1
N -1.69090 -1.43921 -0.45675
C -1.04498 -0.24666 -0.53395
C -0.77223 0.46506 -1.64428
C 1.03746 1.19664 2.50334
C 0.46266 0.42624 1.34896
C -0.73915 0.40812 0.80466
H -2.22830 -1.71432 0.35088
H -2.05872 -1.85891 -1.30339
H -0.99969 0.12680 -2.65309
H -0.30123 1.43286 -1.70060
H 0.26820 1.75578 3.04606
H 1.76237 1.88997 2.08353
H 1.45081 0.53243 3.26103
H 1.26028 -0.00663 0.76180
H -1.59417 0.97193 1.17043
H 1.33235 -0.42448 -1.42981
H 2.05533 -1.26353 -2.41450
O 2.23840 -0.57939 -1.74087
*
```

## Properties
- lowest unoccupied orbital energy (eV) = 0.95
- SMILES = C=C(N)/C=C/C.O
- HOMO-LUMO gap (eV) = 9.344
- E (eV) = -8899.68500
- ΔE to the lowest compared entry with this formula, charge and spin (eV) = 2.012

---

No. 2
ORCA calculation (ωB97M-V/def2-TZVPD) on a structure of composition C30H26IrN3O2.

ORCA input file:
```
! RIJCOSX wB97M-V def2-TZVPD def2/J DEFGRID3
* xyz 2 1
Ir -1.14383 -0.00992 0.86742
C -0.47706 -4.32130 0.61264
O 0.73868 -3.57262 1.02034
C 0.37066 -2.32687 1.08120
N -0.86971 -2.02612 0.90424
C -1.62208 -3.27657 0.65311
C -2.45442 -3.23246 -0.60702
C -2.71221 -2.05550 -1.30243
C -3.53294 -2.06280 -2.42350
C -4.08958 -3.25157 -2.86502
C -3.82852 -4.43202 -2.18246
C -3.01881 -4.42171 -1.05786
C 1.35233 -1.22372 1.25791
C 2.71857 -1.28381 1.44067
C 3.42588 -0.08486 1.48261
C 2.77471 1.13775 1.31323
C 1.41053 1.11814 1.12818
N 0.74304 -0.04109 1.12355
C 0.48034 2.24162 0.82723
N -0.73023 1.96915 0.48006
C -1.40998 3.25316 0.16054
C -0.36546 4.28589 0.63096
O 0.86186 3.48317 0.88185
C -2.79247 3.27778 0.75897
C -3.27268 4.33477 1.51578
C -4.57751 4.30938 2.00088
C -5.40475 3.23381 1.72633
C -4.93654 2.17976 0.94872
C -3.64217 2.21066 0.45991
H -0.58643 -5.14750 1.30612
H -0.28819 -4.68723 -0.39251
H -2.27286 -3.44075 1.51476
H -2.25976 -1.11969 -0.97536
H -3.72623 -1.14166 -2.95764
H -4.72353 -3.26350 -3.74123
H -4.25940 -5.36351 -2.52401
H -2.84146 -5.35119 -0.52573
H 3.21026 -2.24154 1.54397
H 4.49684 -0.10084 1.63342
H 3.31016 2.07737 1.32095
H -1.50122 3.31180 -0.92638
H -0.59997 4.78010 1.56880
H -0.10817 5.01700 -0.12636
H -2.65443 5.19578 1.73700
H -4.94388 5.13937 2.59005
H -6.42077 3.22383 2.09746
H -5.58821 1.34970 0.70908
H -3.30890 1.41917 -0.20925
C -2.03237 0.20570 2.70156
C -0.97364 0.02579 3.71482
C -0.67220 -1.24100 4.21820
C 0.33382 -1.40042 5.15783
C 1.04665 -0.29131 5.60109
C 0.74900 0.97655 5.11300
C -0.26054 1.13396 4.17654
H -2.77458 -0.59880 2.67289
H -2.47784 1.19887 2.67622
H -1.24825 -2.09844 3.88515
H 0.55049 -2.38050 5.56252
H 1.82258 -0.41315 6.34586
H 1.28914 1.83874 5.48176
H -0.51957 2.12281 3.80927
*
```

## Properties
- lowest unoccupied orbital energy (eV) = -7.75
- HOMO-LUMO gap (eV) = 6.579
- E (eV) = -42921.25662

---

No. 3
ORCA calculation (ωB97M-V/def2-TZVPD) on a cluster of 4 separate species, C12H34N2O6 in total.

ORCA input file:
```
! RIJCOSX wB97M-V def2-TZVPD def2/J DEFGRID3
* xyz 0 1
C -1.97038 -2.29505 31.23907
C -3.01815 -2.32513 30.14229
C -4.53127 -2.45604 30.48977
O -5.32604 -2.34882 29.30728
C -6.62869 -2.84019 29.50496
N -2.88707 -1.02158 29.44288
H -2.03528 -3.07249 32.00596
H -2.08668 -1.40733 31.86354
H -0.96414 -2.39116 30.83679
H -2.95063 -3.21228 29.50926
H -4.85293 -1.74815 31.25975
H -4.66268 -3.42667 30.98083
H -7.07134 -2.86990 30.50395
H -6.58445 -3.89731 29.22580
H -7.40113 -2.34521 28.91486
H -3.10891 -0.25882 30.06872
H -3.54788 -0.97795 28.67834
C -11.24322 -0.14697 27.34974
C -10.16004 0.01930 28.41289
C -10.39260 1.23418 29.33198
O -11.69084 1.16664 29.95104
C -12.41358 2.36156 29.87324
N -10.02863 -1.18944 29.25377
H -11.01260 -0.99930 26.70784
H -11.23066 0.70146 26.66339
H -12.17906 -0.33499 27.87481
H -9.22969 0.20288 27.87054
H -10.31178 2.07199 28.63792
H -9.66156 1.34964 30.13224
H -13.27128 2.24016 30.54036
H -12.79167 2.63705 28.88830
H -11.84425 3.10389 30.44097
H -10.06990 -1.96737 28.60110
H -10.85092 -1.39607 29.81035
C -6.44840 0.64562 28.89844
C -6.68080 2.15222 28.88522
O -7.50247 2.47608 27.75610
O -5.74713 0.17137 27.74485
H -7.39487 0.13209 29.08285
H -5.82246 0.38069 29.75562
H -5.76768 2.74186 28.77372
H -7.15988 2.48944 29.80384
H -7.09124 1.95622 27.05410
H -5.76490 -0.79095 27.76922
C -9.20532 5.39511 28.35071
C -10.49588 4.80606 27.78933
O -10.19948 3.77819 26.86120
O -8.58891 4.54933 29.29362
H -9.46160 6.33305 28.84596
H -8.52125 5.59604 27.52311
H -11.00404 5.59963 27.24092
H -11.12693 4.46989 28.61378
H -9.55941 3.12477 27.15601
H -8.20393 3.77533 28.86766
*
```

## Properties
- lowest unoccupied orbital energy (eV) = 0.67
- SMILES = COC[C@H](C)N.COC[C@H](C)N.OCCO.OCCO
- HOMO-LUMO gap (eV) = 9.837
- E (eV) = -28257.84237
- ΔE to the lowest compared entry with this formula, charge and spin (eV) = 0.957

---

No. 4
ORCA calculation (ωB97M-V/def2-TZVPD) on a structure of composition C26H28N2PdS2Si.

ORCA input file:
```
! RIJCOSX wB97M-V def2-TZVPD def2/J DEFGRID3
* xyz 2 5
C 0.46370 1.02448 1.09972
C -0.57245 1.38253 0.19455
C -1.67241 1.91583 0.92202
H -0.51719 1.25093 -0.87721
C -1.29627 1.94413 2.28989
C 0.01578 1.38890 2.39829
H 0.58491 1.29769 3.31829
H 1.39122 0.49485 0.86235
H -2.65084 2.20604 0.54427
H -1.87647 2.33152 3.11956
Pd -1.28198 0.01416 1.60396
C -0.97545 -2.09546 -2.29058
H -1.42450 -1.84235 -1.31582
H -0.24982 -2.92709 -2.20506
H -1.76453 -2.45343 -2.96322
Si -0.02957 -0.61084 -3.08921
C 1.58547 -0.79337 -3.93399
C 2.30184 0.44331 -3.89199
H 1.78796 1.40673 -4.00228
C 3.64215 0.44421 -3.51061
H 4.13277 1.39541 -3.29953
C 4.33108 -0.76630 -3.35949
H 5.38491 -0.76246 -3.05487
C 3.68315 -1.96599 -3.68745
H 4.25345 -2.89642 -3.71770
C 2.30914 -1.99527 -3.97186
H 1.78578 -2.93424 -4.17047
C -1.11626 0.83018 -3.60184
C -0.69059 1.77595 -4.56675
H 0.20185 1.58322 -5.18608
C -1.39181 2.98281 -4.73719
H -1.02235 3.73045 -5.44201
C -2.53263 3.28137 -3.98112
H -3.04667 4.24630 -4.09206
C -2.92946 2.36756 -3.00316
H -3.77547 2.62070 -2.36597
C -2.22544 1.17510 -2.79622
H -2.53417 0.51038 -1.97985
H 0.81159 -0.15022 -1.69456
H 0.79641 0.58655 -2.15686
C -0.60713 2.46808 5.77809
C -0.79318 0.99724 5.76057
N -0.36371 0.18731 4.83999
C -0.68384 -1.14106 5.05964
C -1.33061 -1.33382 6.27433
S -1.61744 0.16175 7.08935
C -0.24829 -2.16371 4.13106
C 0.21168 -3.42386 4.48309
S 0.85075 -4.26899 3.15544
C 0.43841 -2.87409 2.11026
N -0.18322 -1.91984 2.75842
C 0.81544 -2.87742 0.67531
H -0.62473 2.81971 6.81329
H 0.35003 2.74240 5.32324
H -1.42185 2.96118 5.23270
H -1.62907 -2.30442 6.65200
H 0.19276 -3.80393 5.49380
H 1.55354 -3.67736 0.51632
H -0.06659 -3.07165 0.04720
H 1.27024 -1.91538 0.39807
*
```

## Properties
- lowest unoccupied orbital energy (alpha / beta) (eV) = -6.84 / -10.33
- HOMO-LUMO gap (alpha / beta) (eV) = 2.301 / 2.537
- E (eV) = -63400.65202